This record from the OMol25 dataset describes 9 unconnected molecules or ions with the total composition C14H41F4N3O9P. The level of theory is ωB97M-V/def2-TZVPD.

Output
- energy relative to the best compared isomer or geometry (same formula, charge and spin) (eV) = 0.000
- HOMO level (eV) = -11.42
- Kohn-Sham gap (eV) = 8.67

```
! wB97M-V def2-TZVPD RIJCOSX def2/J DEFGRID3
* xyz 1 1
N 0.61351 2.71940 0.57901
P 1.22012 2.13267 1.89523
C 2.33884 0.71175 1.56924
N 3.54103 0.74079 0.84896
C 4.06404 -0.43163 0.80323
F 5.14393 -0.79119 0.20504
N 3.30417 -1.29218 1.45596
C 2.21315 -0.57296 1.92733
C 1.08184 -1.23940 2.68370
C 0.13940 -1.90493 1.64979
O 0.82649 -2.79462 0.77158
C -0.59388 -0.92496 0.74790
F 0.15077 -0.44557 -0.22421
F -1.16332 0.04935 1.44401
F -1.60034 -1.60582 0.14777
H 0.90829 3.69469 0.55012
H 1.99061 3.04610 2.63589
H 0.26383 1.63822 2.80340
H 3.91858 1.56769 0.40286
H 3.42276 -2.28540 1.59813
H 0.54313 -0.47276 3.22473
H 1.46327 -1.97997 3.37825
H -0.58472 -2.51563 2.18295
H 1.51258 -3.20994 1.30060
C 4.00619 -3.86545 -1.13210
O 4.32066 -4.62870 0.03481
H 2.92331 -3.79685 -1.20886
H 4.42952 -2.86100 -1.03860
H 4.39782 -4.34358 -2.03044
H 5.27813 -4.68796 0.09822
C -4.12889 -2.22902 -2.41778
O -2.92145 -1.46234 -2.37363
H -4.53134 -2.18628 -3.42606
H -3.91174 -3.27049 -2.15772
H -4.85869 -1.81971 -1.72184
H -2.58148 -1.51381 -1.47570
C -1.03209 5.31815 -1.34073
O -0.80960 5.37745 0.07137
H -0.81622 4.30884 -1.67818
H -2.07437 5.55816 -1.56618
H -0.37198 6.01560 -1.85823
H -1.00372 6.27417 0.35569
C -1.68814 -4.74320 -4.00218
O -1.45992 -4.71315 -2.59806
H -1.37625 -5.71111 -4.38648
H -2.75107 -4.60197 -4.21371
H -1.10473 -3.95848 -4.49016
H -1.74326 -3.84701 -2.28823
C -7.02139 0.43249 -2.58784
O -7.04357 -0.79156 -1.85611
H -6.93472 0.19081 -3.64374
H -7.94431 0.99393 -2.42466
H -6.16492 1.04293 -2.28993
H -7.12151 -0.56749 -0.92530
C 0.91237 5.67399 -4.95776
O 1.20633 4.93247 -3.77447
H -0.16598 5.79426 -5.01913
H 1.38030 6.66074 -4.91934
H 1.26238 5.13887 -5.84342
H 2.15979 4.83074 -3.72876
C -1.67483 -3.88782 4.38021
O -0.45950 -3.13186 4.46768
H -2.05130 -3.80969 3.36303
H -1.48786 -4.93730 4.61112
H -2.42110 -3.48831 5.06822
H -0.14018 -3.21084 5.37093
C 3.64066 4.57488 4.65990
O 3.72624 3.23845 4.14790
H 2.64843 4.71011 5.08130
H 4.38510 4.73078 5.44145
H 3.79236 5.30202 3.85962
H 4.60848 3.13145 3.78246
*
```



This record from the OMol25 dataset describes a molecular structure, C32H30F2IrN6O2P2Te. The level of theory is ωB97M-V/def2-TZVPD.

Output
- energy relative to the best compared isomer or geometry (same formula, charge and spin) (eV) = 0.000
- expectation value of S² = 6.027
- HOMO level (alpha / beta) (eV) = -8.77 / -11.36
- Kohn-Sham gap (alpha / beta) (eV) = 6.29 / 5.94

```
! wB97M-V def2-TZVPD RIJCOSX def2/J DEFGRID3
* xyz 1 5
Ir -1.61100 1.21489 -1.14998
Te 1.71871 1.14969 1.55265
C 2.55488 -0.64812 2.26571
C 2.02428 -1.27945 3.38172
C 2.56744 -2.50430 3.74852
N 3.55934 -3.10176 3.09056
C 4.06107 -2.47143 2.02948
C 3.59927 -1.24369 1.57186
C 0.43217 0.04865 0.34069
P 0.54684 0.29271 -1.44130
C 2.18113 1.04693 -1.77055
C 2.33840 2.43669 -1.79571
C 3.59701 2.99260 -1.97642
C 4.70357 2.17292 -2.14286
C 4.55011 0.79204 -2.14901
C 3.29547 0.22847 -1.97243
C 0.70714 -1.32979 -2.21293
C 1.15197 -2.44482 -1.51271
C 1.30054 -3.66196 -2.16411
C 1.02211 -3.76014 -3.52009
C 0.59861 -2.64218 -4.22793
C 0.43881 -1.43072 -3.57612
P -1.30266 0.00701 0.75955
C -1.51555 0.62141 2.46113
C -1.75158 -0.28316 3.50115
C -1.88998 0.17199 4.80362
C -1.80590 1.52990 5.08108
C -1.59526 2.43626 4.05222
C -1.45952 1.99111 2.74399
C -1.86271 -1.69663 0.87577
C -0.97720 -2.73361 1.13689
C -1.44870 -4.03278 1.26864
C -2.80683 -4.29055 1.15312
C -3.69844 -3.25114 0.91373
C -3.22748 -1.95678 0.77290
H 1.21141 -0.85017 3.95671
H 2.18027 -3.03119 4.61350
H 4.87394 -2.97165 1.51532
H 4.04523 -0.78755 0.69545
H 1.48166 3.07763 -1.66683
H 3.70540 4.06890 -1.99092
H 5.68388 2.60818 -2.28623
H 5.40695 0.14980 -2.30569
H 3.18700 -0.84815 -1.99899
H 1.38824 -2.36172 -0.45861
H 1.63615 -4.53146 -1.61404
H 1.13809 -4.70855 -4.02803
H 0.38277 -2.71831 -5.28527
H 0.08232 -0.56774 -4.12596
H -1.82621 -1.34213 3.29905
H -2.07017 -0.53670 5.60127
H -1.91947 1.88084 6.09849
H -1.54482 3.49703 4.25913
H -1.29742 2.69888 1.94549
H 0.08131 -2.52649 1.24555
H -0.75585 -4.84103 1.46257
H -3.17393 -5.30320 1.25536
H -4.75784 -3.45385 0.83025
H -3.92286 -1.14587 0.58522
N -3.00934 2.47032 -2.53929
N -2.87970 3.84201 -2.32439
C -1.93942 4.31221 -1.41967
N -1.83293 5.64044 -1.34640
N -1.23293 3.42051 -0.77263
N -0.22899 3.85621 0.08644
O -0.09218 5.06630 0.46108
O 0.36050 2.87596 0.72937
H -2.78499 2.22312 -3.49962
H -3.96379 2.18105 -2.33637
H -3.41272 4.47079 -2.89973
H -2.40397 6.25080 -1.90073
H -1.15431 5.97849 -0.66162
F -2.50068 -0.07088 -3.39729
C -2.50631 -0.34032 -2.01392
F -2.06030 -1.61966 -1.91852
H -3.57000 -0.38313 -1.74227
*
```



This record from the OMol25 dataset describes 2 unconnected molecules or ions with the total composition C5H12O2. The level of theory is ωB97M-V/def2-TZVPD.

Output
- energy relative to the best compared isomer or geometry (same formula, charge and spin) (eV) = 1.859
- HOMO level (eV) = -9.87
- Kohn-Sham gap (eV) = 10.69
- SMILES = CC(C)CC=O.O

```
! wB97M-V def2-TZVPD RIJCOSX def2/J DEFGRID3
* xyz 0 1
O 1.12091 1.59502 -1.37185
C 0.21395 0.96628 -0.89591
C 0.03493 -0.56609 -0.93865
C -0.88819 -1.05220 0.25934
C -1.48900 -2.40322 -0.12360
C -2.01906 -0.06110 0.66390
H -0.45631 1.64036 -0.22851
H 1.03417 -0.95627 -0.84562
H -0.38277 -1.02776 -1.84942
H -0.14088 -1.06549 1.07073
H -2.56960 -2.42556 -0.14695
H -1.30858 -2.74409 -1.16385
H -1.12642 -3.24745 0.47960
H -1.86273 0.63799 1.47672
H -2.92416 -0.61973 0.84923
H -2.21371 0.47943 -0.27506
H 3.39754 1.25515 1.16412
H 2.00836 1.54886 1.33125
O 2.80388 1.52061 1.88350
*
```



This record from the OMol25 dataset describes a molecular structure, CO3S3. The level of theory is ωB97M-V/def2-TZVPD.

Output
- energy relative to the best compared isomer or geometry (same formula, charge and spin) (eV) = 0.666
- HOMO level (eV) = -10.06
- Kohn-Sham gap (eV) = 8.11

```
! wB97M-V def2-TZVPD RIJCOSX def2/J DEFGRID3
* xyz 0 1
C 0.09795 1.16831 -1.32984
O 0.95497 -0.18086 1.68412
O 0.25582 -1.39040 -0.30232
O -0.46015 1.25236 -0.27638
S 0.98079 1.05177 -2.56131
S -1.68431 -1.21531 1.90488
S -0.14508 -0.68587 0.88083
*
```